No. 1
{"formula": "C6H12Br", "method": "ωB97M-V/def2-TZVPD", "elements": ["Br", "H", "C", "C", "C", "C", "C", "C", "H", "H", "H", "H", "H", "H", "H", "H", "H", "H", "H"], "positions_angstrom": [[-4.4040, 2.0153, -1.9008], [-3.4575, 2.1955, -0.8169], [-0.5492, -0.3185, -0.8644], [0.4088, 0.7961, -0.9585], [1.7137, 0.5080, -0.2613], [1.6233, -0.6802, 0.7696], [0.2450, -1.2208, 1.3088], [-0.9349, -0.7855, 0.4780], [-1.4689, -0.0163, -1.3920], [0.4975, 1.0177, -2.0269], [0.1151, 1.7841, -0.6584], [2.4010, 0.2412, -1.1032], [2.1754, 1.3596, 0.2699], [2.2669, -1.5245, 0.4420], [2.1900, -0.3451, 1.6686], [0.2105, -2.3370, 1.2385], [0.1987, -0.9671, 2.3831], [-1.5396, -0.1634, 1.1104], [-1.6918, -1.5592, 0.3136]], "forces_ev_per_angstrom": [[0.522, 0.085, 0.582], [-0.495, -0.098, -0.571], [-2.408, 2.638, 0.652], [0.785, 0.062, -1.085], [1.218, -1.136, -0.267], [1.223, -0.200, 0.924], [1.124, -1.247, -0.166], [-0.359, -1.285, 0.138], [0.357, -0.816, -0.565], [0.698, -0.257, -0.164], [-1.318, 0.457, 0.887], [-0.051, -0.019, 1.046], [-0.488, -0.150, -0.485], [-0.666, 0.380, -0.205], [-0.398, -0.110, -0.493], [0.625, 0.776, 0.324], [-0.405, -0.053, -0.574], [-0.338, 1.610, -0.160], [0.375, -0.637, 0.182]], "lowdin_charge": [0.28, -0.27, -0.06, -0.26, -0.19, -0.18, -0.19, -0.26, 0.09, 0.11, 0.11, 0.11, 0.10, 0.10, 0.09, 0.11, 0.10, 0.11, 0.11], "s2": 0.754, "homo_ev": [-8.2, -10.4], "lumo_energy_ev": [0.6, 0.0], "multiplicity": 2, "e_above_lowest_kcal_mol": 48.7, "molar_mass_g_mol": 164.07}



No. 2
{"formula": "C37H30Cl5GaN5SeSi", "method": "ωB97M-V/def2-TZVPD", "elements": ["Ga", "C", "Si", "C", "N", "C", "C", "C", "C", "C", "C", "C", "C", "C", "C", "C", "C", "C", "C", "C", "C", "C", "H", "H", "H", "H", "H", "H", "H", "H", "H", "H", "H", "H", "H", "H", "H", "H", "H", "H", "H", "H", "H", "H", "H", "H", "Cl", "C", "C", "C", "Cl", "C", "Cl", "C", "Cl", "C", "Cl", "Se", "N", "C", "C", "C", "C", "C", "N", "C", "C", "N", "C", "C", "C", "C", "C", "N", "H", "H", "H", "H", "H", "H"], "positions_angstrom": [[0.3977, 0.1645, -0.9232], [-1.1074, 1.1091, -0.0409], [-1.1943, 1.0916, 1.8117], [0.4927, 0.3937, 2.2932], [0.9310, -0.7693, 1.4830], [-0.0195, -1.9178, 1.6724], [0.5434, -3.0647, 2.5070], [1.1927, -2.5075, 3.7686], [2.3782, -1.6022, 3.3966], [2.2973, -1.1331, 1.9386], [-2.6135, 0.0680, 2.4759], [-3.5569, -0.5390, 1.6448], [-4.6255, -1.2530, 2.1713], [-4.7686, -1.3737, 3.5453], [-3.8381, -0.7847, 4.3910], [-2.7754, -0.0705, 3.8590], [-1.2726, 2.8179, 2.5265], [-0.2033, 3.7005, 2.3354], [-0.2370, 4.9918, 2.8381], [-1.3491, 5.4290, 3.5448], [-2.4249, 4.5755, 3.7356], [-2.3857, 3.2828, 3.2302], [-0.9286, 2.1440, -0.3311], [-2.0447, 0.7999, -0.5045], [0.5063, 0.1550, 3.3632], [1.2248, 1.1949, 2.1481], [-0.3620, -2.2807, 0.7005], [-0.9059, -1.5443, 2.1813], [1.2696, -3.6579, 1.9407], [-0.2798, -3.7356, 2.7565], [1.5167, -3.3125, 4.4271], [0.4366, -1.9411, 4.3193], [3.3181, -2.1469, 3.5041], [2.4402, -0.7506, 4.0740], [2.6922, -1.9213, 1.3014], [2.9377, -0.2664, 1.7843], [-3.4610, -0.4652, 0.5674], [-5.3484, -1.7115, 1.5088], [-5.6052, -1.9226, 3.9575], [-3.9448, -0.8772, 5.4641], [-2.0610, 0.3911, 4.5340], [0.6709, 3.3856, 1.7731], [0.6020, 5.6571, 2.6797], [-1.3770, 6.4348, 3.9434], [-3.2976, 4.9157, 4.2779], [-3.2363, 2.6294, 3.3849], [3.7117, -0.6390, -0.9033], [3.2940, 0.8744, -1.6314], [1.9565, 1.2867, -1.6784], [1.7608, 2.5518, -2.2449], [0.1752, 3.2426, -2.3529], [2.7995, 3.3384, -2.7466], [2.4846, 4.8828, -3.4256], [4.1054, 2.8678, -2.6987], [5.3920, 3.8102, -3.3197], [4.3565, 1.6228, -2.1348], [5.9656, 1.0292, -2.0669], [0.8235, -3.2990, -7.8026], [1.4125, -3.7068, -6.1821], [0.8951, -2.8344, -5.3572], [1.1318, -2.8519, -3.9180], [1.8385, -3.8724, -3.2843], [1.9631, -3.8374, -1.9147], [1.4271, -2.7628, -1.2206], [0.7702, -1.7660, -1.8064], [0.5941, -1.8264, -3.1441], [-0.2668, -0.8102, -3.7465], [-0.7831, 0.0794, -2.8931], [-1.6883, 0.9364, -3.3404], [-2.0908, 0.9738, -4.6734], [-1.5191, 0.0977, -5.5679], [-0.5895, -0.8328, -5.0994], [0.0382, -1.8400, -5.9432], [-0.1311, -1.9175, -7.2372], [2.2556, -4.6760, -3.8767], [2.4802, -4.6171, -1.3745], [1.5342, -2.6979, -0.1532], [-2.1026, 1.6230, -2.6164], [-2.8339, 1.6920, -4.9884], [-1.7848, 0.0959, -6.6168]], "forces_ev_per_angstrom": [[-0.053, 0.307, -0.194], [-0.056, -0.393, 0.016], [0.077, 0.109, -0.064], [-0.063, -0.020, 0.071], [0.056, 0.013, -0.025], [0.048, -0.002, -0.007], [0.007, 0.026, 0.016], [0.003, -0.017, -0.031], [-0.034, 0.020, -0.021], [-0.008, -0.025, 0.040], [-0.101, 0.088, -0.011], [0.020, -0.022, 0.029], [0.005, -0.013, -0.002], [-0.002, -0.004, -0.012], [0.014, -0.005, 0.014], [0.052, -0.021, -0.015], [-0.009, -0.003, 0.014], [-0.028, 0.006, -0.032], [0.007, -0.001, -0.009], [-0.006, -0.002, 0.004], [-0.010, -0.003, -0.002], [0.017, -0.008, -0.015], [-0.049, 0.039, -0.043], [-0.016, 0.000, -0.010], [0.028, -0.005, -0.001], [0.018, 0.001, 0.007], [-0.032, -0.011, -0.041], [0.033, -0.038, -0.009], [-0.001, -0.005, 0.003], [0.003, -0.019, -0.024], [-0.006, -0.001, 0.004], [0.002, -0.003, 0.011], [0.010, 0.013, 0.012], [0.005, -0.002, 0.005], [-0.035, -0.035, -0.098], [0.003, -0.004, -0.031], [-0.018, 0.031, 0.000], [-0.002, 0.000, 0.004], [0.007, -0.007, 0.001], [-0.004, 0.003, -0.001], [-0.019, 0.017, 0.008], [0.016, -0.001, 0.015], [-0.001, 0.000, 0.001], [-0.001, 0.001, -0.006], [0.004, 0.001, 0.003], [0.000, 0.002, 0.014], [-0.107, -0.166, -0.026], [-0.136, 0.096, -0.094], [0.189, -0.179, 0.231], [0.016, -0.108, 0.028], [-0.066, 0.024, 0.030], [-0.082, 0.051, -0.032], [0.025, 0.007, -0.011], [0.064, 0.013, -0.019], [-0.008, 0.001, 0.000], [0.020, -0.054, 0.011], [0.013, 0.028, -0.004], [0.026, -0.070, -0.159], [0.022, -0.013, 0.133], [-0.014, -0.005, -0.033], [-0.017, 0.002, 0.022], [0.011, -0.017, 0.002], [-0.002, -0.010, -0.020], [0.005, 0.046, 0.077], [0.031, 0.136, 0.065], [0.001, -0.012, -0.007], [-0.012, -0.020, 0.007], [0.127, 0.073, 0.024], [-0.004, 0.032, 0.000], [-0.003, -0.018, -0.013], [0.009, -0.019, 0.004], [0.002, 0.016, -0.001], [0.018, -0.021, -0.027], [-0.059, 0.093, 0.074], [0.001, 0.005, -0.002], [-0.005, 0.009, 0.013], [0.057, 0.051, 0.109], [0.003, 0.003, 0.017], [0.001, 0.003, 0.006], [-0.005, 0.016, 0.002]], "lowdin_charge": [0.66, -0.27, 0.64, -0.22, -0.20, -0.19, -0.17, -0.18, -0.16, -0.23, -0.28, -0.09, -0.08, -0.08, -0.07, -0.11, -0.24, -0.10, -0.08, -0.08, -0.08, -0.09, -0.02, 0.01, 0.09, 0.09, 0.10, 0.09, 0.11, 0.12, 0.11, 0.11, 0.12, 0.11, 0.07, 0.10, 0.09, 0.11, 0.11, 0.11, 0.11, 0.10, 0.11, 0.11, 0.11, 0.10, 0.77, -0.66, -0.20, -0.65, 0.76, -0.71, 0.71, -0.70, 0.72, -0.71, 0.71, 1.18, -0.22, -0.33, -0.06, 0.05, 0.00, -0.13, 0.08, -0.11, -0.13, 0.08, -0.12, 0.00, 0.04, -0.07, -0.33, -0.21, 0.13, 0.13, 0.07, 0.10, 0.12, 0.13], "homo_ev": -11.2, "lumo_energy_ev": -3.7, "charge": 1, "e_above_lowest_kcal_mol": 0.0, "molar_mass_g_mol": 898.72}



No. 3
{"formula": "C31H47As3MgNOS", "method": "ωB97M-V/def2-TZVPD", "elements": ["Mg", "C", "As", "C", "C", "C", "C", "C", "As", "C", "C", "C", "As", "C", "C", "H", "H", "H", "H", "H", "H", "H", "H", "H", "H", "H", "H", "H", "H", "H", "H", "H", "H", "H", "H", "H", "H", "H", "H", "H", "H", "H", "C", "C", "C", "C", "C", "C", "C", "C", "C", "S", "C", "N", "H", "H", "H", "H", "H", "H", "H", "H", "C", "C", "C", "C", "C", "C", "C", "O", "C", "C", "C", "H", "H", "H", "H", "H", "H", "H", "H", "H", "H", "H", "H"], "positions_angstrom": [[-0.8225, -0.1576, 0.8084], [3.0627, 0.9414, -0.2485], [1.9554, 0.3156, 1.2965], [2.4460, 1.7641, 2.5009], [3.1491, -1.1298, 1.9833], [3.2210, -2.6071, 1.4016], [4.2105, -3.3852, 2.2892], [1.8300, -3.2888, 1.5342], [0.2691, -2.7072, 0.5125], [0.4206, -3.8111, -1.1628], [-1.0795, -3.7810, 1.4362], [3.7051, -2.5304, -0.0758], [4.0167, -4.2225, -1.0821], [5.9620, -4.2933, -0.9925], [3.9372, -3.2476, -2.8507], [4.1133, 0.8903, -0.0053], [2.7592, 2.0090, -0.3131], [2.8777, 0.4390, -1.2058], [3.4645, 1.7510, 2.8726], [1.8841, 1.6479, 3.4303], [2.2116, 2.7292, 2.1129], [2.8881, -1.0276, 3.0313], [4.1750, -0.7358, 1.9117], [3.8850, -3.3338, 3.3435], [5.1887, -2.9251, 2.3004], [4.2670, -4.4406, 2.0039], [1.4302, -3.1133, 2.5571], [1.9443, -4.3907, 1.3718], [0.6512, -4.8539, -0.9344], [1.1644, -3.4398, -1.8733], [-0.5800, -3.8820, -1.6640], [-0.6508, -4.7391, 1.6779], [-1.9582, -3.9059, 0.7660], [-1.3594, -3.2860, 2.3832], [4.7085, -2.0594, -0.1003], [3.1477, -1.8116, -0.7200], [6.2329, -4.6742, 0.0262], [6.4177, -3.3555, -1.2291], [6.2977, -5.0139, -1.7264], [3.3638, -3.7970, -3.5564], [4.9180, -3.1981, -3.3084], [3.4655, -2.2299, -2.7500], [-2.3134, -1.5256, -1.8185], [-3.2000, -1.1388, -0.7235], [-4.5618, -1.4050, -0.9004], [-5.4911, -1.1692, 0.0619], [-5.0271, -0.6297, 1.3309], [-5.8362, -0.2970, 2.3974], [-5.3235, 0.1363, 3.5696], [-3.9612, 0.2437, 3.7839], [-3.0849, -0.0284, 2.7292], [-1.3776, -0.0880, 3.0899], [-3.6034, -0.4252, 1.4797], [-2.7396, -0.6874, 0.4268], [-2.1598, -2.6360, -1.8314], [-2.6707, -1.2228, -2.8168], [-1.3016, -1.1003, -1.7001], [-4.8714, -1.8628, -1.8366], [-6.5407, -1.4727, -0.0630], [-6.8865, -0.3600, 2.2756], [-6.0075, 0.3547, 4.4285], [-3.5079, 0.5888, 4.7243], [-1.3675, 7.6765, -2.3951], [-1.4180, 6.2972, -1.8749], [-2.3451, 5.5053, -2.4943], [-2.3720, 4.1391, -2.1901], [-3.3326, 3.3217, -3.0587], [-1.5025, 3.5818, -1.1963], [-1.4721, 2.1495, -1.1168], [-0.6401, 1.5067, -0.4838], [-0.5746, 4.4258, -0.5711], [0.5085, 4.0153, 0.4062], [-0.5436, 5.7582, -0.9474], [-0.3821, 7.9615, -2.8001], [-1.5122, 8.4035, -1.6076], [-2.0889, 7.9357, -3.1172], [-2.9363, 5.8806, -3.3430], [-3.7637, 3.9801, -3.8500], [-4.2125, 2.8745, -2.4360], [-2.9098, 2.4584, -3.5011], [-2.2582, 1.5715, -1.5780], [1.3083, 3.3323, 0.1155], [0.1004, 3.4196, 1.2261], [0.9129, 4.9149, 0.8868], [0.0764, 6.5034, -0.4331]], "forces_ev_per_angstrom": [[1.280, 0.354, -0.052], [-1.030, 0.684, 0.234], [0.957, -0.183, -1.179], [0.032, -0.839, 1.376], [0.519, 0.109, -0.441], [-1.067, 1.187, -0.078], [-0.652, 0.173, 0.471], [0.224, -0.478, 0.544], [-0.058, -0.647, -1.249], [-0.985, -0.162, 0.013], [-0.394, 0.432, -0.044], [0.810, 0.725, 0.249], [-0.536, 0.642, -0.763], [-0.183, -0.913, 1.149], [-0.244, 0.623, 0.712], [0.282, -0.049, 0.136], [0.412, -0.660, -0.348], [-0.110, 0.123, 0.353], [0.477, -0.096, -0.509], [-0.388, -0.022, -0.146], [-0.135, 0.559, -0.486], [0.030, -0.840, 0.472], [-0.270, 0.127, -0.041], [-0.098, -0.182, -0.406], [0.393, 0.019, -0.361], [0.124, 0.150, -0.044], [0.515, -0.343, -0.292], [-0.241, 0.796, 0.160], [0.278, 0.150, 0.284], [-0.177, 0.109, 0.185], [0.887, 0.395, 0.381], [0.063, -0.491, -0.028], [0.513, 0.100, 0.562], [-0.023, -0.086, -0.546], [-0.263, -0.140, 0.324], [-0.284, -0.764, 0.626], [0.028, 0.481, -0.904], [0.287, 0.682, 0.126], [0.057, -0.292, -0.110], [-0.784, -0.575, -0.506], [0.317, 0.345, 0.208], [0.685, -0.972, -0.071], [1.812, -0.517, -1.009], [-0.858, 0.050, 1.148], [-1.167, -0.398, -0.577], [0.410, 0.247, 1.469], [1.416, -0.084, -1.512], [-0.711, -0.148, -0.333], [-0.796, 0.508, 2.301], [1.050, 0.321, -0.687], [-0.005, -0.285, 0.961], [0.535, 0.346, -0.023], [-1.206, -0.531, -0.749], [-0.491, 0.051, -0.247], [-0.340, 0.904, -0.036], [-0.065, -0.152, 0.468], [-0.290, -0.095, -0.072], [0.048, 0.125, 0.074], [0.506, 0.389, 0.030], [-0.907, -0.200, -0.055], [0.605, -0.128, -0.968], [-0.487, -0.339, -0.398], [1.824, 1.426, 1.068], [-0.309, 0.280, -1.022], [-0.207, -1.975, -0.292], [-0.699, -0.051, -0.556], [-1.997, 0.368, 1.554], [-0.627, 0.222, -1.700], [-0.127, 0.415, 0.773], [0.614, -0.731, 0.745], [1.553, 0.394, 0.056], [-0.652, -0.298, 1.262], [-0.275, 0.947, 0.856], [-0.199, -0.393, 0.048], [-0.058, 0.201, 0.530], [-0.943, -0.215, -0.967], [0.173, -0.155, 0.687], [0.307, -0.679, 0.669], [1.329, 1.032, -0.927], [0.742, -0.704, -0.676], [-0.561, -0.002, -0.548], [-0.096, 0.469, -0.909], [-0.465, 0.112, 0.123], [0.149, -0.265, -0.340], [0.216, -0.694, -0.180]], "lowdin_charge": [0.19, -0.28, 1.10, -0.29, -0.33, -0.64, -0.07, -0.36, 1.10, -0.29, -0.29, -0.39, 1.11, -0.36, -0.31, 0.03, 0.01, 0.02, 0.04, 0.03, 0.00, 0.06, 0.08, 0.10, 0.08, 0.08, 0.09, 0.09, 0.02, 0.00, 0.01, 0.02, 0.04, 0.03, 0.08, 0.04, 0.03, 0.01, 0.02, -0.01, 0.01, 0.03, -0.04, -0.35, -0.03, 0.04, -0.13, -0.06, -0.08, -0.10, -0.62, 0.58, -0.21, 0.05, 0.09, 0.10, 0.07, 0.12, 0.13, 0.11, 0.13, 0.11, -0.04, -0.25, 0.00, -0.16, -0.04, -0.09, -0.14, -0.08, -0.16, -0.03, 0.01, 0.11, 0.09, 0.07, 0.13, 0.09, 0.12, 0.05, 0.12, 0.05, 0.08, 0.09, 0.14], "homo_ev": -9.8, "lumo_energy_ev": -3.1, "charge": 1, "molar_mass_g_mol": 730.86}